(P)
C4H7NO as an isolated structure, computed with ωB97M-V/def2-TZVPD.

Positions of all 13 atoms, in Å:
C (1.08792, -1.02395, 0.66384)
C (0.54230, 0.38572, 0.49190)
N (0.82248, 0.99513, -0.76463)
C (-0.87898, 0.63238, 0.03448)
C (-1.55841, -0.31350, -0.87542)
O (-1.92486, 0.56287, -2.08966)
H (0.95280, -1.60515, -0.25444)
H (0.61931, -1.54038, 1.51124)
H (2.16991, -0.98427, 0.84306)
H (0.70443, 0.99959, 1.39220)
H (0.77438, 2.02178, -0.67738)
H (-1.52082, 1.28612, 0.65242)
H (-1.79046, -1.41634, -0.92763)

- LUMO level (alpha / beta) (eV) = -0.9 / -0.9
- HOMO energy (alpha / beta) (eV) = -9.139 / -9.274

natural (NBO) population analysis, charges in e, atoms 1 to 6:
1. C -0.623
2. C -0.112
3. N -0.502
4. C -0.185
5. C 0.273
6. O -0.503

***

(Q)
A 2-piece molecular cluster, C4H7NO overall, computed with ωB97M-V/def2-TZVPD.

Positions of all 13 atoms, in Å:
C (1.17990, -0.54179, 0.74979)
C (-0.30390, -0.66224, 0.51450)
O (-0.89954, -1.71173, 0.56796)
C (-1.12048, 0.62179, 0.27160)
C (-0.36852, 1.74079, -0.29453)
N (0.24620, 2.61002, -0.74669)
H (1.63951, -1.52640, 0.65193)
H (1.65075, 0.17216, 0.06829)
H (1.34193, -0.17627, 1.77140)
H (-1.53948, 0.92764, 1.23825)
H (-1.96271, 0.36723, -0.37820)
H (0.24171, -0.60511, -2.32967)
H (-0.10537, -1.21608, -2.08464)

- LUMO level (eV) = 0.7
- SMILES string = CC(=O)CC#N.[H][H]
- HOMO energy (eV) = -10.400

natural (NBO) population analysis, charges in e, atoms 1 to 6:
1. C -0.735
2. C 0.623
3. O -0.523
4. C -0.630
5. C 0.280
6. N -0.312

***

(R)
One molecule with the formula C4H7NO, computed with ωB97M-V/def2-TZVPD.

Positions of all 13 atoms, in Å:
C (-0.72759, 1.37818, 1.54904)
C (0.19606, 1.14408, 0.27029)
N (1.51931, 0.47789, 0.53220)
C (0.71453, -0.20006, -0.15710)
C (0.40265, -1.76206, -1.00881)
O (0.20367, -1.45287, -2.32790)
H (-1.73389, 0.93113, 1.54320)
H (-0.80286, 2.42865, 1.68922)
H (-0.12945, 0.93468, 2.42925)
H (0.07784, 1.84106, -0.52893)
H (-0.44395, -2.16633, -0.46896)
H (1.40198, -2.36623, -1.02564)
H (-0.67830, -1.18813, -2.49587)

- LUMO level (eV) = 0.7
- SMILES string = C[C@H]1N=C1CO
- HOMO energy (eV) = -9.087

natural (NBO) population analysis, charges in e, atoms 1 to 6:
1. C -0.641
2. C -0.152
3. N -0.363
4. C 0.205
5. C -0.044
6. O -0.692

***

(S)
A 2-piece molecular cluster, C4H7NO overall, computed with ωB97M-V/def2-TZVPD.

Positions of all 13 atoms, in Å:
C (2.07478, -0.52497, 0.73356)
C (0.76804, -0.30913, 0.60135)
N (0.11302, 0.92391, 0.84453)
C (-1.09432, 0.77167, 0.46587)
C (-1.37692, -0.62075, -0.02832)
O (-0.12370, -1.25415, 0.15368)
H (2.70090, 0.27908, 1.09886)
H (2.52783, -1.46008, 0.42151)
H (-1.80898, 1.59295, 0.45931)
H (-1.66505, -0.65567, -1.08854)
H (-2.15084, -1.12303, 0.56493)
H (0.07831, 1.02129, -2.43707)
H (-0.04308, 1.35889, -1.78968)

- LUMO level (eV) = 0.8
- SMILES string = C=C1N=CCO1.[H][H]
- HOMO energy (eV) = -8.645

natural (NBO) population analysis, charges in e, atoms 1 to 6:
1. C -0.495
2. C 0.398
3. N -0.405
4. C 0.092
5. C -0.145
6. O -0.488

***

Stability ranking, top and bottom: (Q) is the most stable and (P) is the least stable.

***

(P)
One molecule with the formula C4H7NO, computed with ωB97M-V/def2-TZVPD.

Positions of all 13 atoms, in Å:
O (-0.57899, -2.45625, 1.83210)
C (-0.72343, -1.49930, 1.10640)
C (0.48903, -0.90780, 0.41164)
N (0.28891, -0.05761, -0.76574)
C (0.77479, 1.31540, -0.82068)
C (-0.68032, 1.02793, -0.80703)
H (-1.71170, -0.99666, 1.02140)
H (1.09763, -1.76999, 0.11589)
H (1.05366, -0.48761, 1.27059)
H (1.25971, 1.63287, -1.74744)
H (1.21982, 1.79448, 0.05022)
H (-1.27326, 1.25191, 0.08163)
H (-1.21585, 1.15263, -1.74899)

- LUMO level (eV) = 1.0
- SMILES string = O=CCN1CC1
- HOMO energy (eV) = -9.360

natural (NBO) population analysis, charges in e, atoms 1 to 6:
1. O -0.518
2. C 0.430
3. C -0.341
4. N -0.409
5. C -0.247
6. C -0.259

***

(Q)
One molecule with the formula C4H7NO, computed with ωB97M-V/def2-TZVPD.

Positions of all 13 atoms, in Å:
C (-1.45609, 1.02184, -0.80219)
C (-0.02657, 0.64170, -0.51706)
O (0.91454, 0.93115, -1.21644)
N (0.14182, -0.11734, 0.65651)
C (1.43208, -0.75391, 0.97130)
C (0.52722, -1.84139, 0.52195)
H (-1.52166, 1.39315, -1.82543)
H (-2.11105, 0.15345, -0.67938)
H (-1.78840, 1.80577, -0.11344)
H (1.69491, -0.66534, 2.02673)
H (2.19295, -0.33250, 0.31235)
H (-0.65314, -0.33080, 1.23786)
H (0.65338, -1.90581, -0.57277)

- LUMO level (eV) = 0.8
- HOMO energy (eV) = -8.308

natural (NBO) population analysis, charges in e, atoms 1 to 6:
1. C -0.722
2. C 0.700
3. O -0.551
4. N -0.552
5. C -0.302
6. C -0.291

***

Stability ranking, top and bottom: (P) is the most stable and (Q) is the least stable.

***

(P)
One molecule with the formula C4H7NO, computed with ωB97M-V/def2-TZVPD.

Positions of all 13 atoms, in Å:
C (1.45029, 0.94071, 0.53854)
C (0.06249, 0.49895, 0.15968)
C (-0.31109, 0.08539, -1.19658)
N (-0.10149, -0.94118, -0.15317)
C (-1.30622, -1.49862, 0.35853)
O (-2.38812, -0.96677, 0.36489)
H (1.65308, 0.71071, 1.58890)
H (1.54775, 2.02268, 0.40304)
H (2.20423, 0.43696, -0.07470)
H (-0.75893, 0.92088, 0.74119)
H (-1.33831, 0.25104, -1.51413)
H (0.43635, 0.04744, -1.98545)
H (-1.15005, -2.50819, 0.76926)

- LUMO level (eV) = 1.1
- SMILES string = C[C@H]1CN1C=O
- HOMO energy (eV) = -10.020

natural (NBO) population analysis, charges in e, atoms 1 to 6:
1. C -0.615
2. C -0.062
3. C -0.248
4. N -0.503
5. C 0.557
6. O -0.550

***

(Q)
One molecule with the formula C4H7NO, computed with ωB97M-V/def2-TZVPD.

Positions of all 13 atoms, in Å:
C (1.79068, -0.27773, 0.52987)
C (0.75523, 0.59509, -0.12784)
O (0.83672, 1.81569, -0.13847)
C (-0.35196, -0.10490, -0.83169)
C (-1.73639, -0.34484, 0.01759)
N (-1.58220, 0.64782, -0.99677)
H (2.57655, -0.54015, -0.18529)
H (1.33074, -1.20715, 0.88010)
H (2.24071, 0.25983, 1.36698)
H (-0.55885, -1.19302, -0.61021)
H (-1.65753, -0.15480, 1.07406)
H (-2.43342, -1.14171, -0.27818)
H (-1.39603, 1.52170, -0.49376)

- LUMO level (eV) = 0.8
- SMILES string = CC(=O)[C@H]1CN1
- HOMO energy (eV) = -8.733

natural (NBO) population analysis, charges in e, atoms 1 to 6:
1. C -0.710
2. C 0.527
3. O -0.570
4. C -0.266
5. C -0.198
6. N -0.562

***

(R)
A 3-piece molecular cluster, C4H7NO overall, computed with ωB97M-V/def2-TZVPD.

Positions of all 13 atoms, in Å:
C (-0.80145, -1.58739, -0.32886)
C (-1.68151, -0.68003, -0.75213)
C (-1.28398, 0.67823, -1.00974)
N (-0.94712, 1.76867, -1.21241)
H (-1.11445, -2.60901, -0.13794)
H (0.24225, -1.33659, -0.15810)
H (-2.72802, -0.91622, -0.92104)
H (0.79478, -0.08984, 2.21537)
H (0.28755, 0.03201, 2.74812)
C (1.80621, 1.19548, -0.11151)
O (2.02393, 0.04159, 0.17692)
H (2.17752, 1.63721, -1.05413)
H (1.22430, 1.86588, 0.54546)

- LUMO level (eV) = 0.4
- SMILES string = C=CC#N.[H][H].C=O
- HOMO energy (eV) = -10.272

natural (NBO) population analysis, charges in e, atoms 1 to 6:
1. C -0.273
2. C -0.342
3. C 0.275
4. N -0.338
5. H 0.208
6. H 0.233

***

(S)
One molecule with the formula C4H7NO, computed with ωB97M-V/def2-TZVPD.

Positions of all 13 atoms, in Å:
C (-0.26205, -1.43728, 0.63856)
O (-0.83753, -0.76346, -0.42866)
C (0.06491, 0.30130, -0.82458)
C (-0.50182, 1.65097, -0.39815)
C (1.40313, 0.04906, -0.17533)
N (1.13149, -0.94730, 0.62909)
H (-0.73659, -1.18525, 1.60003)
H (1.82155, -1.34998, 1.25131)
H (-0.30667, -2.52336, 0.48666)
H (0.16205, 0.25284, -1.91534)
H (-1.50728, 1.77566, -0.80939)
H (-0.56684, 1.70976, 0.69456)
H (0.13565, 2.46703, -0.74874)

- LUMO level (eV) = 0.9
- HOMO energy (eV) = -8.770

natural (NBO) population analysis, charges in e, atoms 1 to 6:
1. C 0.081
2. O -0.526
3. C -0.042
4. C -0.621
5. C 0.100
6. N -0.577

***

Stability ranking, top and bottom: (P) is the most stable and (Q) is the least stable.

***

(P)
One molecule with the formula C4H7NO, computed with ωB97M-V/def2-TZVPD.

Positions of all 13 atoms, in Å:
C (0.04966, -1.59724, -0.85443)
O (-0.29718, -0.28767, -1.26317)
C (0.38697, 0.74580, -0.57624)
C (-0.52273, 1.12166, 0.61552)
C (-0.01529, 0.78182, 1.94554)
N (0.35533, 0.46618, 2.99423)
H (0.95041, -1.90805, -1.39375)
H (0.22832, -1.69256, 0.22928)
H (-0.77637, -2.26206, -1.12337)
H (1.39637, 0.43535, -0.26908)
H (0.48085, 1.59079, -1.26527)
H (-1.34627, 0.45022, 0.35555)
H (-0.89007, 2.15576, 0.60519)

- LUMO level (eV) = 0.8
- SMILES string = COCCC#N
- HOMO energy (eV) = -10.342

natural (NBO) population analysis, charges in e, atoms 1 to 6:
1. C -0.262
2. O -0.544
3. C -0.053
4. C -0.565
5. C 0.283
6. N -0.330

***

(Q)
One molecule with the formula C4H7NO, computed with ωB97M-V/def2-TZVPD.

Positions of all 13 atoms, in Å:
C (0.78602, -0.85673, 0.83844)
C (-0.08459, 0.02930, 0.01097)
C (-1.32724, -0.53302, -0.61307)
C (0.11127, 1.39634, 0.01272)
N (0.85825, 1.61312, -1.08304)
O (2.02356, 1.39448, -0.55714)
H (0.39286, -0.95953, 1.85621)
H (1.77849, -0.42229, 1.00414)
H (0.87073, -1.85460, 0.40328)
H (-2.04788, -0.79900, 0.16891)
H (-1.81572, 0.19028, -1.26900)
H (-1.10712, -1.45800, -1.15216)
H (-0.43863, 2.25964, 0.37974)

- LUMO level (alpha / beta) (eV) = -0.2 / -0.6
- SMILES string = CC(C)=CN=O
- HOMO energy (alpha / beta) (eV) = -7.877 / -8.105

natural (NBO) population analysis, charges in e, atoms 1 to 6:
1. C -0.667
2. C 0.093
3. C -0.661
4. C -0.018
5. N 0.060
6. O -0.372

***

(R)
One molecule with the formula C4H7NO, computed with ωB97M-V/def2-TZVPD.

Positions of all 13 atoms, in Å:
C (1.82690, 0.28489, -0.81719)
C (0.44341, 0.43628, -0.17392)
O (-0.02356, -0.89131, 0.15012)
C (-1.16060, -0.81132, 0.93634)
C (-2.21138, -0.03004, 0.33421)
N (-3.04364, 0.58398, -0.15989)
H (1.74395, -0.50483, -1.73436)
H (2.08282, 1.32902, -1.23502)
H (2.63926, -0.10859, -0.05000)
H (-0.30843, 0.94367, -0.90049)
H (0.49503, 1.14088, 0.74865)
H (-0.93668, -0.47868, 1.99974)
H (-1.54710, -1.89395, 0.90182)

- LUMO level (eV) = 0.9
- SMILES string = CCOCC#N
- HOMO energy (eV) = -10.794

natural (NBO) population analysis, charges in e, atoms 1 to 6:
1. C -0.637
2. C -0.100
3. O -0.514
4. C -0.178
5. C 0.240
6. N -0.299

***

(S)
One molecule with the formula C4H7NO, computed with ωB97M-V/def2-TZVPD.

Positions of all 13 atoms, in Å:
C (0.45502, -1.79438, 0.22606)
N (0.58903, -0.38938, -0.16905)
C (0.67258, 0.83178, 0.72228)
C (-0.52735, 0.48013, -0.10560)
C (-0.93108, 1.37111, -1.21383)
O (-1.98235, 1.96655, -1.18725)
H (1.45319, -2.24213, 0.24359)
H (-0.12641, -2.38650, -0.50218)
H (-0.02430, -1.92143, 1.20409)
H (0.38660, 1.01033, 1.77268)
H (1.55808, 1.41429, 0.48752)
H (-1.35379, 0.13914, 0.52661)
H (-0.16923, 1.52049, -2.00491)

- LUMO level (eV) = 1.0
- SMILES string = CN1C[C@H]1C=O
- HOMO energy (eV) = -9.555

natural (NBO) population analysis, charges in e, atoms 1 to 6:
1. C -0.414
2. N -0.384
3. C -0.257
4. C -0.182
5. C 0.428
6. O -0.517

***

Stability ranking, top and bottom: (P) is the most stable and (Q) is the least stable.

***

(P)
One molecule with the formula C4H7NO, computed with ωB97M-V/def2-TZVPD.

Positions of all 13 atoms, in Å:
C (-0.19359, -2.08360, 0.28879)
C (-0.00020, -0.64558, -0.02418)
N (0.27169, -0.13716, -1.15727)
C (0.38535, 1.30673, -0.90352)
C (-0.36414, 1.47261, 0.41011)
O (-0.17011, 0.19716, 1.03533)
H (0.57788, -2.43170, 0.98117)
H (-0.14609, -2.64556, -0.64178)
H (-1.16456, -2.22570, 0.77296)
H (1.44165, 1.57960, -0.78211)
H (-0.03448, 1.90542, -1.71439)
H (-1.44175, 1.59787, 0.24605)
H (-0.01154, 2.26433, 1.06558)

- LUMO level (eV) = 1.1
- SMILES string = CC1=NCCO1
- HOMO energy (eV) = -9.524

natural (NBO) population analysis, charges in e, atoms 1 to 6:
1. C -0.671
2. C 0.546
3. N -0.479
4. C -0.275
5. C -0.091
6. O -0.504

***

(Q)
One molecule with the formula C4H7NO, computed with ωB97M-V/def2-TZVPD.

Positions of all 13 atoms, in Å:
O (-1.04959, -0.26551, -3.03500)
C (-0.43278, -0.12720, -2.00670)
N (-0.83193, -0.60154, -0.75452)
C (0.01137, -0.44218, 0.39216)
C (-0.27314, 0.43112, 1.56385)
C (0.94516, 0.67050, 0.69626)
H (0.53424, 0.40716, -1.97284)
H (-0.95051, -1.59832, -0.69993)
H (0.38494, -1.41652, 0.69069)
H (-1.08647, 1.14914, 1.50659)
H (-0.15021, -0.05722, 2.52457)
H (1.91687, 0.33655, 1.04187)
H (0.96063, 1.56461, 0.08123)

- LUMO level (eV) = 0.9
- SMILES string = O=CNC1CC1
- HOMO energy (eV) = -9.570

natural (NBO) population analysis, charges in e, atoms 1 to 6:
1. O -0.553
2. C 0.537
3. N -0.634
4. C -0.066
5. C -0.421
6. C -0.438

***

Stability ranking, top and bottom: (P) is the most stable and (Q) is the least stable.

***

(P)
One molecule with the formula C4H7NO, computed with ωB97M-V/def2-TZVPD.

Positions of all 13 atoms, in Å:
C (-1.53943, 1.14867, 0.65543)
C (-0.68315, 0.46972, -0.39141)
O (-1.18893, 0.00305, -1.41784)
C (0.74284, 0.39622, -0.12489)
C (1.21750, -0.84044, 0.52600)
N (1.28308, -0.73891, -0.95062)
H (-0.96633, 1.87265, 1.23972)
H (-1.93504, 0.38636, 1.33884)
H (-2.39046, 1.63789, 0.17411)
H (0.53946, -1.63605, 0.84569)
H (2.18886, -0.88016, 1.02073)
H (2.17585, -0.61404, -1.41299)
H (0.55577, -1.20495, -1.50278)

- LUMO level (eV) = 0.8
- SMILES string = C/C([O-])=C1\C[NH2+]1
- HOMO energy (eV) = -7.995

natural (NBO) population analysis, charges in e, atoms 1 to 6:
1. C -0.706
2. C 0.497
3. O -0.647
4. C -0.269
5. C -0.236
6. N -0.563

***

(Q)
One molecule with the formula C4H7NO, computed with ωB97M-V/def2-TZVPD.

Positions of all 13 atoms, in Å:
C (2.37468, 0.21482, -0.02571)
C (0.92240, 0.03455, 0.06960)
C (-0.05319, -0.84022, 0.35432)
N (-1.04202, 0.14548, 0.47633)
C (-2.29556, 0.11321, -0.22162)
O (-0.11164, 1.15552, 0.06462)
H (2.70014, 0.28864, -1.06420)
H (2.67476, 1.12408, 0.49401)
H (2.85123, -0.64513, 0.44090)
H (-0.13826, -1.88705, 0.55477)
H (-2.80669, -0.80063, 0.07696)
H (-2.89460, 0.96895, 0.09165)
H (-2.18126, 0.12777, -1.31165)

- LUMO level (eV) = 1.1
- SMILES string = Cc1cn(C)o1
- HOMO energy (eV) = -8.315

natural (NBO) population analysis, charges in e, atoms 1 to 6:
1. C -0.672
2. C 0.232
3. C -0.150
4. N -0.126
5. C -0.426
6. O -0.375

***

(R)
A 2-piece molecular cluster, C4H7NO overall, computed with ωB97M-V/def2-TZVPD.

Positions of all 13 atoms, in Å:
N (-2.08599, -0.60606, 1.00354)
C (-0.09705, -0.62164, -0.63161)
O (-0.58255, -1.25647, -1.46609)
C (0.61135, 0.26868, 0.12912)
C (1.05603, 1.53751, -0.70483)
C (2.03342, 0.47444, -0.49080)
H (-2.03924, -1.00607, 1.93626)
H (-2.86612, -1.04967, 0.52688)
H (0.40206, 0.30264, 1.19242)
H (0.62576, 1.50900, -1.71525)
H (-2.32345, 0.37612, 1.11261)
H (2.75975, 0.57991, 0.31788)
H (2.35304, -0.25961, -1.24152)

- LUMO level (alpha / beta) (eV) = 0.6 / 0.6
- HOMO energy (alpha / beta) (eV) = -7.094 / -7.094

natural (NBO) population analysis, charges in e, atoms 1 to 6:
1. N -1.072
2. C 0.859
3. O -0.428
4. C -0.488
5. C -0.439
6. C -0.370

***

(S)
One molecule with the formula C4H7NO, computed with ωB97M-V/def2-TZVPD.

Positions of all 13 atoms, in Å:
O (2.09253, -1.97725, -0.25437)
C (1.68641, -0.87837, -0.56665)
N (1.20516, 0.05062, 0.32493)
C (-0.00074, 0.79218, 0.00725)
C (-1.26386, 0.50475, 0.84831)
C (-1.19652, -0.04164, -0.54085)
H (1.68640, -0.49963, -1.61716)
H (1.51632, -0.09522, 1.27770)
H (0.42736, 1.75579, -0.28817)
H (-1.05908, -0.15430, 1.68423)
H (-2.11270, 1.18075, 1.05783)
H (-2.00820, 0.25571, -1.22805)
H (-0.94115, -1.08992, -0.67333)

- LUMO level (eV) = 1.1
- SMILES string = O=CNC1CC1
- HOMO energy (eV) = -9.640

natural (NBO) population analysis, charges in e, atoms 1 to 6:
1. O -0.579
2. C 0.537
3. N -0.660
4. C -0.079
5. C -0.423
6. C -0.428

***

Stability ranking, top and bottom: (S) is the most stable and (R) is the least stable.